Record 1
ORCA calculation (ωB97M-V/def2-TZVPD) on 5 unconnected molecules or ions with the total composition C27H44IO16S.

Last column: Löwdin charge in e.
Cartesian coordinates (Å):
C: -1.2494 2.7240 0.0395  -0.14
C: -2.4912 2.5523 0.9137  -0.33
C: -2.6784 1.2017 1.6242  -0.72
I: -1.0285 0.9839 3.0296  0.92
C: -2.9655 -0.0963 0.8702  -0.38
C: -1.8243 -0.5462 -0.0526  -0.26
C: -1.5407 -2.0750 0.0037  -0.19
C: -0.4840 -2.4928 1.0369  -0.21
C: 0.8140 -2.9951 0.3916  -0.21
C: 1.3949 -1.9958 -0.6237  -0.18
C: 1.5565 -2.4997 -2.0764  -0.18
C: 0.6342 -1.8213 -3.1069  -0.16
C: 0.7252 -0.3050 -3.1498  -0.16
O: -0.5343 0.1845 -3.6770  0.01
C: -0.8721 1.4678 -3.5057  -0.53
C: 0.2475 2.4759 -3.4178  0.01
O: -2.0409 1.7964 -3.4906  0.07
C: -4.2893 0.1278 0.1468  -0.31
S: -4.3634 0.6871 -1.5599  0.66
O: -4.1921 -0.4475 -2.4493  -0.38
O: -5.5258 1.5462 -1.7529  -0.41
H: -1.2488 3.7310 -0.3933  0.07
H: -1.2289 2.0290 -0.7996  0.04
H: -0.3406 2.6193 0.6348  0.04
H: -3.4018 2.7959 0.3524  0.10
H: -2.4255 3.3318 1.6896  0.08
H: -3.5293 1.3243 2.3048  0.04
H: -0.8996 -0.0289 0.2297  0.06
H: -1.9894 -0.3355 -1.1207  0.07
H: -2.4983 -2.5525 0.2306  0.10
H: -1.2405 -2.4195 -0.9961  0.09
H: -0.8898 -3.2993 1.6571  0.10
H: -0.2338 -1.6504 1.6864  0.05
H: 0.6497 -3.9716 -0.0749  0.09
H: 1.5403 -3.1623 1.1958  0.10
H: 2.3910 -1.7077 -0.2705  0.11
H: 0.7994 -1.0805 -0.5889  0.08
H: 1.3186 -3.5553 -2.1041  0.08
H: 2.5917 -2.3710 -2.4017  0.11
H: -0.4115 -2.1140 -2.9821  0.11
H: 0.9391 -2.1861 -4.0951  0.11
H: 1.5271 0.0049 -3.8272  0.11
H: 0.8949 0.1246 -2.1627  0.11
H: 0.8268 2.4315 -4.3429  0.07
H: 0.8988 2.2878 -2.5636  0.09
H: -0.2053 3.4611 -3.3231  0.09
H: -4.8966 0.8549 0.6966  0.08
H: -4.8913 -0.7909 0.0758  0.08
H: -3.2710 1.4749 -1.7096  0.04
C: 2.9429 4.0548 5.0876  -0.11
C: 1.9350 3.3362 5.9652  -0.11
O: 1.5233 2.2592 5.1154  0.00
C: 2.4882 2.0213 4.1980  -0.60
O: 2.5142 1.0850 3.4687  0.13
O: 3.4250 3.0046 4.2417  0.05
H: 3.7721 4.4961 5.6339  0.13
H: 2.4699 4.8142 4.4629  0.13
H: 2.3866 2.9047 6.8619  0.13
H: 1.0802 3.9519 6.2405  0.10
C: 2.0329 2.4919 -7.3268  -0.12
C: 3.1729 2.1298 -8.2617  -0.12
O: 3.9099 1.1828 -7.4862  0.06
C: 3.0768 0.6355 -6.5655  -0.57
O: 3.3433 -0.2919 -5.8782  0.17
O: 1.8992 1.3038 -6.5454  0.05
H: 1.0974 2.7027 -7.8375  0.13
H: 2.2810 3.3227 -6.6636  0.13
H: 2.8208 1.6396 -9.1711  0.13
H: 3.8108 2.9692 -8.5245  0.13
C: -2.5799 2.4052 6.9691  -0.11
C: -3.2761 3.1442 5.8407  -0.11
O: -2.7104 4.4603 5.9617  0.07
C: -1.5214 4.3615 6.5727  -0.58
O: -0.7227 5.2476 6.6469  0.13
O: -1.3457 3.1286 7.0917  0.05
H: -2.3750 1.3612 6.7494  0.13
H: -3.1186 2.4859 7.9158  0.13
H: -3.0174 2.7481 4.8604  0.09
H: -4.3564 3.1948 5.9479  0.13
C: 2.8131 -8.6680 0.1117  -0.12
C: 1.7941 -8.0435 1.0497  -0.12
O: 1.8342 -6.6720 0.6625  0.06
C: 2.2838 -6.5900 -0.6117  -0.55
O: 2.2671 -5.6087 -1.2735  0.18
O: 2.7535 -7.7995 -1.0195  0.06
H: 2.5702 -9.6835 -0.1898  0.13
H: 3.8243 -8.6412 0.5227  0.13
H: 0.7857 -8.4267 0.8829  0.13
H: 2.0479 -8.1366 2.1021  0.13

Atoms 1-3, force components in eV/Å:
-0.26 0.25 -0.24
0.59 0.48 0.47
-0.96 -0.54 -0.60

Summary:
Kohn-Sham gap	4.169	eV
HOMO	-2.17	eV
LUMO	2.00	eV
charge	-1
energy	-80407.50557	eV

Record 2
ORCA calculation (ωB97M-V/def2-TZVPD) on 4 unconnected molecules or ions with the total composition C27H44N2O9.

Last column: Löwdin charge in e.
Cartesian coordinates (Å):
C: 2.6895 1.9845 3.6193  -0.09
C: 1.3726 1.3033 3.2226  -0.22
C: 0.4724 2.1730 2.3473  -0.09
N: 0.5196 1.9350 0.8664  -0.14
C: 0.1602 3.3125 0.1936  -0.19
N: 1.1583 4.2929 0.1693  0.07
C: 1.8413 1.5067 0.3127  -0.15
O: 1.9675 0.1235 0.3463  -0.11
C: 3.2143 -0.3772 0.8216  -0.15
C: 4.3142 -0.3759 -0.2497  -0.18
O: 4.6523 -1.6522 -0.7175  -0.14
C: 5.3239 -2.4742 0.2294  -0.26
C: 6.7627 -2.7637 -0.1929  -0.06
C: -0.5820 1.0137 0.4093  -0.13
O: -0.6209 -0.1569 1.1429  -0.03
C: -1.8131 -0.4229 1.8225  -0.20
C: -1.7166 -0.4940 3.2068  0.03
C: -2.8228 -0.7663 4.0027  -0.26
C: -2.6952 -0.8265 5.4999  -0.04
C: -4.0442 -0.9689 3.3595  -0.03
C: -4.1217 -0.9298 1.9775  -0.01
C: -3.0195 -0.6631 1.1592  -0.13
C: -3.2046 -0.6884 -0.3445  -0.33
C: -2.0555 -1.3866 -1.0994  -0.05
C: -3.5692 0.6981 -0.9472  -0.03
H: 2.4936 2.6999 4.4183  0.08
H: 3.1428 2.5515 2.8073  0.06
H: 3.3900 1.2585 4.0259  0.08
H: 0.8233 1.1562 4.1528  0.11
H: 1.5241 0.3121 2.8064  0.10
H: 0.6973 3.2190 2.5485  0.13
H: -0.5630 2.0242 2.6487  0.14
H: -0.1604 3.0759 -0.8170  0.15
H: -0.6958 3.6744 0.7629  0.14
H: 1.7546 4.2873 -0.6438  0.10
H: 1.7268 4.4073 0.9956  0.09
H: 2.6575 2.0068 0.8275  0.13
H: 1.8461 1.8424 -0.7269  0.15
H: 3.5500 0.1776 1.7015  0.11
H: 3.0266 -1.4000 1.1455  0.13
H: 5.1984 0.1436 0.1403  0.13
H: 3.9642 0.1950 -1.1099  0.13
H: 4.7761 -3.4156 0.2795  0.12
H: 5.3137 -2.0403 1.2325  0.11
H: 7.3764 -2.8731 0.7026  0.07
H: 7.1798 -1.9521 -0.7828  0.08
H: 6.8307 -3.7104 -0.7216  0.07
H: -1.5066 1.5724 0.5581  0.15
H: -0.4140 0.8329 -0.6501  0.14
H: -0.7495 -0.3464 3.6680  0.10
H: -1.6449 -0.7336 5.7778  0.07
H: -3.2184 0.0030 5.9725  0.08
H: -3.0417 -1.7793 5.8938  0.08
H: -4.9299 -1.1635 3.9501  0.12
H: -5.0743 -1.1110 1.4960  0.12
H: -4.0851 -1.3067 -0.5146  0.12
H: -2.4892 -1.9864 -1.8922  0.06
H: -1.5651 -2.0874 -0.4273  0.07
H: -1.3450 -0.6920 -1.5359  0.06
H: -4.5949 0.6887 -1.3093  0.08
H: -2.9340 0.9196 -1.8025  0.08
H: -3.5211 1.4977 -0.2104  0.08
C: -2.4283 -3.0447 -7.4952  0.02
C: -2.7858 -2.2534 -6.4878  0.02
C: -2.2085 -2.4280 -5.1319  -0.38
O: -2.5333 -1.7093 -4.2105  0.09
C: -1.2168 -3.5163 -4.9400  0.02
C: -0.8593 -4.3077 -5.9472  0.02
C: -1.4362 -4.1345 -7.3057  -0.39
O: -1.1092 -4.8539 -8.2230  0.11
H: -2.8348 -2.9383 -8.4928  0.12
H: -3.5055 -1.4527 -6.6013  0.12
H: -0.8102 -3.6226 -3.9417  0.12
H: -0.1395 -5.1080 -5.8328  0.12
O: 0.7776 -2.9624 0.1040  -0.05
H: 0.7214 -2.9678 1.0645  0.04
H: 1.0534 -2.0638 -0.1127  0.01
C: -2.3764 6.3555 -0.6704  -0.83
O: -2.4757 7.5925 -0.7188  -0.06
O: -1.0274 5.9023 -0.4348  -0.06
O: -3.1949 5.4401 -0.7753  -0.06
H: -0.5338 6.7278 -0.3720  0.07

Atoms 1-3, force components in eV/Å:
-0.31 0.01 0.16
0.14 0.24 0.30
-0.06 -0.49 0.49

Summary:
Kohn-Sham gap	4.981	eV
HOMO	-6.63	eV
LUMO	-1.65	eV
energy	-50115.97718	eV

Record 3
ORCA calculation (ωB97M-V/def2-TZVPD) on 3 unconnected molecules or ions with the total composition C27H44N3O4S3.

Last column: Löwdin charge in e.
Cartesian coordinates (Å):
C: -1.3714 -5.8581 1.1599  0.05
C: -1.3486 -5.0783 0.0895  -0.12
C: -1.0691 -3.5602 0.1071  -0.31
C: -1.1270 -3.0841 1.5866  -0.11
C: -2.5801 -3.0648 2.1557  -0.23
C: -3.1893 -1.6520 2.0155  -0.56
S: -4.9672 -1.5924 2.4519  0.72
C: -2.1732 -3.0110 -0.8788  -0.06
C: -1.4745 -1.9438 -1.8212  -0.63
S: -1.2313 -2.5263 -3.5439  0.87
C: -2.4443 -0.7161 -1.9699  -0.20
C: -3.8798 -1.1152 -2.4041  -0.27
C: -4.9540 -0.6987 -1.3725  -0.57
S: -6.6377 -1.0084 -2.0168  0.71
C: -0.1993 -1.6744 -0.9970  -0.24
C: 0.8985 -0.7751 -1.5908  -0.01
C: 0.6653 0.7240 -1.2989  -0.46
O: 0.7121 1.0591 -0.1892  0.17
O: 0.4711 1.5875 -2.3422  0.12
C: -0.8056 2.1743 -2.3978  -0.50
C: -1.4865 2.7982 -1.1887  0.04
O: -1.3271 2.2122 -3.4240  0.19
N: 0.2163 -3.0216 -0.4849  0.02
C: 1.0293 -3.8725 -1.3887  -0.05
C: 1.8655 -4.9402 -0.6477  -0.34
C: 1.4773 -6.3738 -1.1625  -0.02
O: 1.6546 -4.9026 0.7572  -0.05
H: -2.1902 -6.5604 1.3283  0.09
H: -0.6095 -5.8091 1.9414  0.08
H: -1.5701 -5.5771 -0.8583  0.12
H: -0.7756 -2.0409 1.6945  0.12
H: -0.4559 -3.6776 2.2178  0.11
H: -3.1843 -3.7691 1.5711  0.10
H: -2.6185 -3.3536 3.2106  0.12
H: -3.1127 -1.2728 0.9859  0.03
H: -2.6424 -0.9307 2.6367  0.09
H: -5.4420 -2.7896 2.0280  -0.13
H: -3.1509 -2.7805 -0.4556  0.11
H: -2.3888 -3.8267 -1.5865  0.10
H: -1.5009 -1.4467 -4.3158  -0.08
H: -2.0273 -0.0928 -2.7675  0.08
H: -2.4193 -0.1916 -0.9998  0.11
H: -4.0068 -2.1922 -2.5727  0.10
H: -4.0934 -0.6240 -3.3613  0.11
H: -4.8151 -1.2607 -0.4390  0.02
H: -4.9116 0.3676 -1.1215  0.08
H: -6.5672 -2.2785 -2.4822  -0.14
H: -0.6008 -1.0535 -0.1785  0.15
H: 0.9174 -0.9506 -2.6789  0.11
H: 1.8999 -0.9946 -1.1949  0.14
H: -2.2112 3.5346 -1.5493  0.10
H: -0.8047 3.3340 -0.5200  0.10
H: -2.0697 2.0429 -0.6479  0.08
H: 0.8059 -2.7436 0.3119  0.18
H: 0.3524 -4.3298 -2.1188  0.11
H: 1.7247 -3.2776 -1.9940  0.14
H: 2.9450 -4.8440 -0.8324  0.14
H: 2.2145 -6.7222 -1.8978  0.09
H: 1.4029 -7.0939 -0.3391  0.09
H: 0.5070 -6.3880 -1.6738  0.07
H: 1.9447 -5.7230 1.1739  0.11
N: 4.1753 5.1089 0.8818  0.01
C: 3.0169 4.4534 1.1987  -0.14
C: 2.9855 3.2847 0.4850  -0.11
C: 4.1761 3.2313 -0.2893  -0.11
C: 4.8891 4.3691 -0.0204  -0.14
H: 4.4580 5.9974 1.2550  0.13
H: 2.3173 4.8751 1.9011  0.11
H: 2.1991 2.5497 0.5151  0.06
H: 4.4752 2.4472 -0.9662  0.09
H: 5.8387 4.7156 -0.3925  0.11
N: 5.1771 8.6714 2.9627  -0.01
C: 5.4041 10.0100 3.1356  -0.14
C: 4.2611 10.5693 3.6403  -0.11
C: 3.3066 9.5279 3.7834  -0.11
C: 3.9000 8.3693 3.3603  -0.15
H: 5.8445 8.0144 2.6016  0.14
H: 6.3561 10.4464 2.8844  0.11
H: 4.1240 11.6103 3.8820  0.09
H: 2.2994 9.6198 4.1556  0.09
H: 3.5261 7.3596 3.3073  0.09

Atoms 1-3, force components in eV/Å:
0.08 -0.44 1.02
0.95 -0.03 -0.70
-0.96 -1.23 0.33

Summary:
Kohn-Sham gap	6.932	eV
HOMO	-9.64	eV
LUMO	-2.71	eV
charge	+1
ΔE to the lowest compared entry with this formula, charge and spin	50.2	kcal/mol
energy	-73869.01952	eV